(1)
ORCA calculation (ωB97M-V/def2-TZVPD) on a structure of composition C34H39BrN4O2P2Pd.

```
83
C34H39BrN4O2P2Pd ωB97M-V/def2-TZVPD
Pd -3.2702 1.2049 0.7043
C -3.6459 -1.2241 0.8074
C -2.4648 -0.7036 1.3215
C -1.1126 -0.8686 0.6583
C -0.5960 0.3116 -0.1885
C -1.6769 1.1185 -0.8471
C -2.7531 0.5455 -1.5178
C -2.9608 -0.9188 -1.6634
C -3.9400 -1.5096 -0.6083
C -4.0141 2.8390 -0.1615
H -4.4099 -1.5336 1.5216
H -2.4446 -0.5731 2.4109
H -1.1017 -1.7778 0.0386
H -0.3890 -1.0092 1.4778
H -0.0061 0.9929 0.4459
H 0.0975 -0.0836 -0.9468
H -1.4870 2.1806 -0.9917
H -3.3991 1.2025 -2.1040
H -2.0013 -1.4522 -1.6638
H -3.4162 -1.0891 -2.6514
H -4.9534 -1.1233 -0.8201
H -3.9922 -2.5980 -0.7523
H -4.8332 2.4482 -0.7881
H -3.2031 3.2955 -0.7501
H -4.3694 3.4535 0.6888
P 3.4266 1.0303 -1.7023
P 3.3396 -0.8483 1.2522
N 3.2491 0.7374 -3.4474
N 4.7811 2.1936 -1.8902
N 2.8835 -2.4249 0.6167
N 4.1386 -1.5276 2.7147
C 4.4863 -0.4340 -1.3636
C 4.8016 -0.6509 0.1376
C 2.0117 0.9122 -4.0838
C 2.1665 0.6758 -5.4432
C 3.5414 0.3589 -5.6689
C 4.1694 0.3577 -4.4244
C 4.7210 3.4713 -1.3174
C 5.8865 4.1622 -1.6293
C 6.6936 3.2953 -2.4292
C 6.0154 2.0863 -2.5327
C 1.5486 -2.6109 0.2474
C 1.3966 -3.8604 -0.3265
C 2.6921 -4.4598 -0.3594
C 3.5930 -3.5341 0.1675
C 4.8990 -2.6854 2.9204
C 5.5405 -2.6003 4.1539
C 5.1597 -1.3509 4.7420
C 4.3096 -0.7158 3.8505
H 5.4399 -0.3431 -1.9110
H 3.9458 -1.2970 -1.7860
H 5.4445 -1.5424 0.2445
H 5.3452 0.2211 0.5420
H 1.1444 1.1618 -3.4908
H 1.3839 0.7087 -6.1902
H 4.0116 0.1605 -6.6221
H 5.1792 0.0789 -4.1675
H 3.8552 3.7538 -0.7344
H 6.1405 5.1687 -1.3184
H 7.6439 3.5362 -2.8876
H 6.3360 1.1612 -2.9839
H 0.8603 -1.8070 0.4032
H 0.4667 -4.2771 -0.6821
H 2.9228 -5.4476 -0.7210
H 4.6670 -3.5758 0.2313
H 4.8988 -3.4918 2.2116
H 6.2060 -3.3354 4.5763
H 5.4855 -0.9772 5.7016
H 3.7884 0.2272 3.9105
Br -7.5204 -1.2913 0.9207
C -8.1747 0.1199 1.9950
C -9.5521 0.1636 2.2576
C -10.0730 1.1168 3.1523
C -9.2248 2.0416 3.7640
C -7.8592 2.0261 3.4549
C -7.3174 1.1107 2.5524
C -5.8352 1.2432 2.2048
O -5.0787 1.7996 3.0303
O -5.4972 0.8125 1.0428
H -10.2135 -0.5519 1.7647
H -11.1453 1.1102 3.3476
H -9.6130 2.7726 4.4792
H -7.1690 2.7368 3.9028
```

<S²>   2.008
Orbital gap (spin up / spin down)   0.24567 / 0.23422 Eh
Energy   -138040.885 eV
2S+1   3
Highest occupied orbital energy (spin up / spin down)   -6.6 / -8.5 eV
LUMO level (spin up / spin down)   0.051 / -2.113 eV

=====

(2)
ORCA calculation (ωB97M-V/def2-TZVPD) on a structure of composition C34H39IN2OP2RhS3.

```
83
C34H39IN2OP2RhS3 ωB97M-V/def2-TZVPD
Rh 2.0949 0.2826 -0.5442
C -5.9869 -1.9442 -0.2058
S -6.2163 -0.2795 0.4446
C -4.6958 -0.1169 1.4007
C -3.4377 0.0162 0.5514
C -2.2054 0.1948 1.4264
N -0.9446 0.0873 0.6702
P 0.3270 1.2040 0.8568
C -0.3054 2.7638 0.1919
C -1.3847 2.8059 -0.6842
C -1.8008 4.0159 -1.2267
C -1.1357 5.1875 -0.9005
C -0.0508 5.1509 -0.0317
C 0.3655 3.9469 0.5092
C 0.5024 1.5622 2.6278
C 1.4370 0.8547 3.3829
C 1.5194 1.0447 4.7552
C 0.6713 1.9423 5.3837
C -0.2616 2.6535 4.6417
C -0.3471 2.4666 3.2718
P -0.1308 -1.4540 0.5310
C -1.3641 -2.7786 0.7274
C -2.1803 -3.2513 -0.3018
C -3.0551 -4.3009 -0.0751
C -3.1335 -4.8783 1.1871
C -2.3263 -4.4176 2.2164
C -1.4342 -3.3787 1.9840
C 0.2571 -1.4927 -1.2642
C 1.0044 -2.5960 -1.7197
C 1.2753 -2.7602 -3.0609
C 0.8177 -1.8204 -3.9867
C 0.1020 -0.7208 -3.5542
C -0.1707 -0.5448 -2.1940
H -6.9000 -2.2039 -0.7387
H -5.8378 -2.6578 0.6048
H -5.1514 -2.0006 -0.9021
H -4.6141 -0.9688 2.0813
H -4.8375 0.7739 2.0174
H -3.5519 0.8674 -0.1256
H -3.3129 -0.8719 -0.0664
H -2.2161 -0.5477 2.2329
H -2.2356 1.1694 1.9152
H -1.9114 1.8932 -0.9372
H -2.6475 4.0398 -1.8999
H -1.4611 6.1304 -1.3191
H 0.4650 6.0660 0.2308
H 1.2110 3.9257 1.1876
H 2.1043 0.1516 2.9028
H 2.2508 0.4927 5.3304
H 0.7383 2.0929 6.4531
H -0.9213 3.3585 5.1299
H -1.0677 3.0394 2.7020
H -2.1194 -2.8049 -1.2886
H -3.6789 -4.6696 -0.8794
H -3.8187 -5.6973 1.3636
H -2.3792 -4.8757 3.1952
H -0.7798 -3.0353 2.7775
H 1.3487 -3.3326 -1.0011
H 1.8354 -3.6224 -3.3983
H 1.0127 -1.9626 -5.0417
H -0.2834 -0.0031 -4.2688
H -0.7813 0.2861 -1.8692
C 6.1214 -1.7329 -1.6752
C 4.8674 -1.2376 -1.0201
S 3.8741 -0.1717 -1.8383
C 4.4988 -1.6388 0.2561
C 5.3248 -2.6027 1.0567
S 3.1050 -1.0106 0.9292
H 6.3220 -1.1984 -2.6004
H 6.0309 -2.7974 -1.9064
H 6.9771 -1.6178 -1.0085
H 6.3095 -2.1828 1.2735
H 5.4794 -3.5311 0.5037
H 4.8402 -2.8407 2.0009
N 2.0331 1.8804 -3.8319
C 2.0091 2.6704 -2.7583
O 1.9290 2.2461 -1.5980
C 2.1439 4.1556 -2.9569
I 0.8439 4.9341 -4.4511
H 1.9417 0.8815 -3.7191
H 2.0094 2.2730 -4.7585
H 3.1569 4.3920 -3.2759
H 1.9173 4.6521 -2.0210
```

Orbital gap (spin up / spin down)   0.21264 / 0.21291 Eh
Charge   +1
Energy   -103107.797 eV
Highest occupied orbital energy (spin up / spin down)   -10.2 / -10.2 eV
LUMO level (spin up / spin down)   -4.422 / -4.412 eV